ORCA calculation (wB97M-V/def2-TZVPD) on a molecular structure, C18H20N4O7RuS2.

Properties
Expectation value of S²: 8.76
Relative energy (zero: lowest compared OMol25 entry of this formula, charge and spin): 31.8 kcal/mol
Kohn-Sham gap (alpha / beta): 6.61 / 5.85 eV
HOMO (alpha / beta): -3.88 / -3.91 eV
Maximum force: 1.10 eV Å⁻¹

```
! wB97M-V def2-TZVPD RIJCOSX def2/J DEFGRID3
* xyz -1 6
Ru 0.36 -0.48 0.52
S 1.36 -0.35 -1.93
S 2.75 -0.56 1.09
O -1.55 -1.52 1.28
O 0.60 -1.27 3.10
O -1.14 1.02 2.20
O -2.88 0.23 -1.56
O -1.04 -1.20 4.61
O 0.85 1.96 0.30
O -3.60 -1.56 2.18
N 0.55 -2.83 -0.13
N -0.26 3.26 -1.19
N -1.76 -3.64 -0.59
N -0.96 1.07 -0.68
C -2.08 1.16 -1.46
C -2.57 -0.99 1.84
C 0.74 4.30 -1.02
C -1.34 3.40 -2.03
C -0.53 -3.21 -0.35
C -2.52 -4.21 0.52
C 5.85 0.22 -1.35
C 5.26 0.35 -2.60
C -2.52 -2.84 -1.57
C -2.25 2.43 -2.18
C 3.66 -0.21 -0.37
C 5.04 -0.06 -0.25
C 3.07 -0.11 -1.64
C -0.53 0.82 3.46
C 3.89 0.18 -2.74
C -2.48 0.52 2.07
C -0.10 2.08 -0.49
C -0.24 -0.65 3.69
H -0.90 -2.16 4.59
H 0.54 5.10 -1.73
H -3.07 0.79 2.95
H -2.90 -1.92 -1.12
H -1.87 -2.57 -2.40
H 0.73 4.70 -0.01
H 6.92 0.32 -1.22
H -3.34 -3.44 -1.94
H 0.42 1.33 3.39
H 5.87 0.57 -3.47
H 3.43 0.28 -3.71
H -1.88 -4.90 1.07
H -3.09 2.54 -2.84
H -1.40 4.34 -2.56
H -2.89 0.99 1.18
H -3.36 -4.76 0.10
H 1.73 3.88 -1.20
H -2.88 -3.44 1.20
H 5.47 -0.16 0.74
H -1.14 1.22 4.27
*
```

Results of the Löwdin charge analysis, in e, for atoms 1 through 2: atom 1 (Ru): 1.231, atom 2 (S): 0.580

ORCA calculation (wB97M-V/def2-TZVPD) on a single C5H4O4 molecule.

Properties
Relative energy (zero: lowest compared OMol25 entry of this formula, charge and spin): 11.5 kcal/mol
Kohn-Sham gap: 10.13 eV
HOMO: -9.93 eV
SMILES: O=C1O[C@H]2CO[C@@H]1C2=O
Maximum force: 0.81 eV Å⁻¹

```
! wB97M-V def2-TZVPD RIJCOSX def2/J DEFGRID3
* xyz 0 1
O 0.75 0.13 1.22
O -0.28 1.04 -1.21
O -1.84 -1.59 -0.02
O 2.44 -0.55 -0.14
C 0.12 -0.31 -0.96
C -0.74 1.58 0.06
C -0.65 0.39 1.01
C 1.29 -0.30 0.01
C -0.99 -0.74 0.01
H -0.10 2.42 0.38
H -1.18 0.44 1.95
H 0.26 -0.84 -1.90
H -1.77 1.95 -0.05
*
```

Results of the Löwdin charge analysis, in e, for atoms 1 through 2: atom 1 (O): 0.069, atom 2 (O): -0.044

ORCA calculation (wB97M-V/def2-TZVPD) on a molecular structure, C20H39NO3PPdSi2Te.

Properties
Relative energy (zero: lowest compared OMol25 entry of this formula, charge and spin): 22.6 kcal/mol
Kohn-Sham gap: 7.70 eV
HOMO: -11.06 eV
Maximum force: 0.93 eV Å⁻¹

```
! wB97M-V def2-TZVPD RIJCOSX def2/J DEFGRID3
* xyz 1 1
Te 0.88 -1.67 1.26
Pd -1.33 -0.54 0.44
P -2.36 -1.30 2.24
Si 3.70 -3.17 0.19
Si 1.29 2.26 -0.81
O 1.36 0.84 0.05
O -2.95 -1.64 -1.35
O -2.76 1.09 0.57
N -1.17 1.06 -1.00
C 1.17 3.67 0.37
C -1.76 -0.40 3.69
C -4.13 -0.95 2.18
C -1.86 5.50 -2.10
C 2.76 2.39 -1.93
C 4.54 -2.19 1.53
C -2.09 1.72 -0.34
C -0.99 4.46 -2.40
C -3.03 4.15 -0.47
C -2.87 5.35 -1.14
C -3.79 -2.79 -1.29
C -2.16 3.12 -0.79
C -0.35 1.98 -1.79
C 3.26 -4.86 0.82
C 1.82 0.29 1.21
C -2.26 -3.05 2.70
C -1.14 3.26 -1.72
C -0.11 1.45 -3.20
C 2.07 -2.36 -0.35
C 4.80 -3.24 -1.31
H -1.22 -3.37 2.78
H 5.48 -2.69 1.80
H 3.68 2.47 -1.35
H -3.82 4.02 0.26
H -0.73 -0.70 3.92
H 2.90 0.14 1.24
H 2.45 -4.81 1.55
H 4.32 -3.76 -2.15
H 5.72 -3.77 -1.08
H 1.49 0.81 2.11
H -0.22 4.59 -3.14
H 1.14 4.63 -0.16
H -4.38 -2.82 -0.36
H -4.47 -2.83 -2.14
H 5.07 -2.24 -1.65
H -3.53 6.18 -0.93
H 3.95 -2.12 2.45
H -3.49 -0.85 -1.47
H -2.39 -0.61 4.55
H 2.69 3.27 -2.57
H -2.77 -3.66 1.96
H 0.26 3.61 0.97
H 0.36 0.47 -3.16
H -4.59 -1.44 1.32
H 1.47 -3.11 -0.87
H -2.75 -3.20 3.67
H 2.84 1.51 -2.57
H 4.11 -5.34 1.32
H 2.94 -5.52 0.01
H 2.02 3.69 1.05
H -1.05 1.35 -3.74
H 4.80 -1.18 1.21
H 2.18 -1.51 -1.02
H -3.14 -3.66 -1.32
H -4.58 -1.33 3.10
H 0.54 2.12 -3.77
H -4.28 0.12 2.09
H -1.78 0.67 3.48
H -1.76 6.44 -2.62
*
```

Results of the Löwdin charge analysis, in e, for atoms 1 through 2: atom 1 (Te): 1.384, atom 2 (Pd): 0.535

Q: maximum force of number 3 (C20H39NO3PPdSi2Te)?
A: 0.93 eV Å⁻¹